[1]
DFT (ωB97M-V/def2-TZVPD) results for a 12-piece molecular cluster, C11H48BFN22O14P2 overall.

```
99
Properties=species:S:1:pos:R:3
O 1.653 -5.306 2.738
P 1.691 -4.926 1.304
P 0.217 -3.520 0.491
F 0.327 -2.250 1.509
B -1.394 -4.485 1.095
O -2.140 -5.119 0.115
O -1.785 -4.472 2.377
H 2.911 -4.374 0.881
H 1.429 -5.979 0.398
H -1.663 -5.739 -0.445
H -2.412 -5.203 2.546
N -2.141 -1.032 -0.212
C -2.098 -0.458 -1.447
N -0.956 0.217 -1.720
O -3.039 -0.549 -2.236
H -1.387 -0.963 0.450
H -2.958 -1.565 0.026
H -0.864 0.671 -2.613
H -0.213 0.311 -1.037
N 5.655 -7.896 -0.326
C 5.077 -6.666 -0.453
N 5.936 -5.634 -0.702
O 3.872 -6.501 -0.350
H 6.641 -8.054 -0.403
H 5.046 -8.669 -0.133
H 5.539 -4.720 -0.808
H 6.927 -5.750 -0.788
N -1.527 3.016 -0.228
C -2.579 3.880 -0.291
N -3.730 3.352 -0.825
O -2.522 5.040 0.085
H -1.589 2.058 -0.516
H -0.627 3.335 0.100
H -4.499 3.981 -0.951
H -3.779 2.431 -1.225
N -7.957 0.218 -0.681
C -6.827 -0.400 -1.160
N -5.653 0.211 -0.822
O -6.884 -1.410 -1.837
H -7.938 1.042 -0.112
H -8.838 -0.206 -0.906
H -4.785 -0.177 -1.168
H -5.625 1.037 -0.252
N 2.407 0.824 -1.464
C 1.925 1.675 -0.520
N 2.619 2.817 -0.356
O 0.925 1.418 0.168
H 3.250 1.048 -1.969
H 1.960 -0.063 -1.599
H 2.285 3.498 0.314
H 3.436 3.036 -0.896
N 5.590 0.676 0.396
C 5.966 1.092 -0.843
N 7.186 1.693 -0.931
O 5.244 0.942 -1.822
H 6.148 0.805 1.219
H 4.679 0.263 0.486
H 7.479 2.009 -1.836
H 7.788 1.833 -0.142
N -4.486 -6.962 0.515
C -3.972 -7.638 1.578
N -4.548 -8.841 1.861
O -3.041 -7.196 2.241
H -5.250 -7.299 -0.039
H -4.055 -6.080 0.287
H -4.181 -9.353 2.641
H -5.308 -9.225 1.333
N -4.708 1.707 -3.578
C -4.168 2.706 -4.332
N -5.052 3.667 -4.755
O -2.982 2.753 -4.610
H -5.679 1.654 -3.334
H -4.084 0.985 -3.257
H -4.681 4.417 -5.306
H -6.031 3.645 -4.547
N 3.373 1.896 3.389
C 2.854 0.757 3.951
N 1.840 0.174 3.252
O 3.274 0.315 5.008
H 3.044 2.302 2.529
H 4.099 2.355 3.904
H 1.419 -0.649 3.643
H 1.486 0.546 2.383
N 3.651 6.506 -2.232
C 3.326 6.440 -0.906
N 2.719 7.550 -0.395
O 3.548 5.454 -0.224
H 3.452 7.300 -2.810
H 4.081 5.699 -2.642
H 2.415 7.499 0.559
H 2.496 8.360 -0.940
N 1.018 5.144 3.741
C 0.443 4.490 2.688
N -0.771 3.935 2.926
O 1.011 4.415 1.604
H 0.596 5.209 4.648
H 1.917 5.559 3.585
H -1.228 3.476 2.156
H -1.234 3.989 3.812
```

## Properties
Frontier orbital gap, Eh: 0.3350
Net charge: 0
Highest occupied orbital energy, eV: -8.790
SMILES: O=[PH2]P(F)B(O)O.NC(N)=O.NC(N)=O.NC(N)=O.NC(N)=O.NC(N)=O.NC(N)=O.NC(N)=O.NC(N)=O.NC(N)=O.NC(N)=O.NC(N)=O


[2]
DFT (ωB97M-V/def2-TZVPD) results for a 21-piece molecular cluster, C11H48N2O20 overall.

```
81
Properties=species:S:1:pos:R:3
N -1.456 1.431 2.217
N 0.906 1.162 2.756
C -0.419 1.552 3.021
C 1.166 0.784 1.521
C 2.479 0.191 1.259
C 2.682 -0.448 0.067
C -1.973 0.125 -1.308
C -0.642 -0.004 -1.707
C -2.207 0.538 0.076
C 1.641 -0.577 -0.967
C -1.188 0.870 0.918
C 0.474 0.089 -0.722
C 0.198 1.014 0.424
H -0.565 1.993 4.076
H 3.347 0.205 2.013
H 3.646 -0.839 -0.102
H -2.833 0.083 -1.956
H -0.390 -0.206 -2.738
H -3.152 0.474 0.608
H 1.868 -1.255 -1.785
H 0.323 2.056 0.133
O 3.471 -3.783 -0.170
H 3.941 -4.107 0.665
H 4.175 -3.501 -0.839
O 6.653 -0.973 -0.718
H 7.387 -1.637 -0.510
H 6.348 -0.557 0.152
O -1.849 3.650 -0.572
H -1.074 4.260 -0.797
H -2.708 4.154 -0.749
O 5.302 -3.031 -1.884
H 5.894 -2.239 -1.670
H 5.876 -3.749 -2.306
O 3.921 -1.545 -3.978
H 4.178 -2.223 -3.272
H 4.715 -0.938 -4.135
O -2.625 -2.961 -1.347
H -1.929 -2.937 -2.081
H -2.144 -2.961 -0.457
O -3.947 1.766 3.966
H -3.424 0.918 4.142
H -3.641 2.147 3.080
O -5.153 -1.353 1.892
H -5.594 -0.484 2.167
H -4.627 -1.703 2.683
O 2.957 1.684 4.429
H 2.474 2.443 4.893
H 2.315 1.253 3.776
O 6.094 0.217 1.721
H 5.933 1.157 2.058
H 6.909 -0.152 2.193
O -2.652 -0.387 4.711
H -2.821 -1.227 4.173
H -1.657 -0.200 4.699
O 1.336 -1.534 -4.340
H 1.373 -0.595 -4.716
H 2.272 -1.800 -4.062
O -3.741 3.475 1.589
H -3.782 4.373 2.053
H -2.940 3.478 0.969
O -2.322 -1.970 -4.611
H -1.437 -2.389 -4.356
H -3.057 -2.630 -4.393
O 1.802 4.975 0.396
H 1.221 5.052 1.220
H 2.531 4.300 0.586
O 0.360 -1.458 3.575
H 0.825 -2.328 3.351
H 0.746 -0.733 2.983
O -6.064 0.305 -1.607
H -5.903 1.071 -0.967
H -5.530 -0.492 -1.285
O -0.327 -3.343 -3.071
H 0.296 -2.631 -3.430
H 0.237 -4.084 -2.674
O -2.617 0.695 -4.813
H -2.376 -0.222 -4.460
H -2.311 1.383 -4.138
O -5.680 2.217 0.443
H -6.438 1.868 1.014
H -5.077 2.779 1.029
```

## Properties
Frontier orbital gap, Eh: 0.2267
Net charge: 0
Highest occupied orbital energy, eV: -7.743


[3]
DFT (ωB97M-V/def2-TZVPD) results for C11H4BrF5NReS4Sb as an isolated structure.

```
28
Properties=species:S:1:pos:R:3
Re -0.113 -0.448 0.006
S -2.215 0.858 -4.353
Sb -2.612 0.158 -2.290
S -1.033 -1.695 -1.577
S -1.247 1.388 -0.527
S -4.553 -0.288 -1.296
Br 0.055 0.282 6.707
C 0.051 0.131 4.848
C 0.300 -1.096 4.253
C 0.286 -1.163 2.882
N 0.026 -0.095 2.094
C -0.227 1.083 2.693
C -0.206 1.237 4.064
H 0.507 -1.979 4.840
H 0.497 -2.096 2.380
H -0.452 1.910 2.036
H -0.407 2.205 4.501
F 2.676 -1.362 1.171
C 2.874 -0.697 0.013
C 1.801 -0.197 -0.715
C 2.111 0.441 -1.913
F 1.177 0.933 -2.716
C 3.418 0.589 -2.338
F 3.698 1.209 -3.483
C 4.451 0.087 -1.570
F 5.708 0.228 -1.977
C 4.184 -0.566 -0.383
F 5.187 -1.055 0.348
```

## Properties
Frontier orbital gap (alpha / beta), Eh: 0.2087 / 0.2124
Net charge: 0
Highest occupied orbital energy (alpha / beta), eV: -8.054 / -7.947
Multiplicity: 2
ΔE to the lowest compared entry with this formula, charge and spin, kcal per mole: 0.00
Expectation value of S²: 0.76


[4]
DFT (ωB97M-V/def2-TZVPD) results for C11H4Cl2F6N2O5PdS2 as an isolated structure.

```
33
Properties=species:S:1:pos:R:3
Pd 0.885 0.060 -0.197
F 4.418 2.735 -0.968
C 4.857 1.911 -0.024
F 5.962 1.315 -0.443
F 5.104 2.589 1.083
S 3.576 0.618 0.289
O 3.094 0.265 -1.044
O 4.177 -0.378 1.102
N 2.428 1.389 1.128
S 1.598 2.604 0.498
O 2.212 3.885 0.554
O 0.944 2.207 -0.772
C 0.247 2.703 1.764
F -0.283 1.520 2.041
F 0.739 3.221 2.874
F -0.703 3.490 1.265
Cl 0.402 -4.874 -0.348
C -0.866 -3.706 -0.412
C -2.201 -4.128 -0.550
C -3.224 -3.228 -0.598
Cl -4.865 -3.786 -0.703
C -2.947 -1.845 -0.559
C -3.905 -0.812 -0.630
C -3.497 0.495 -0.645
C -2.128 0.791 -0.585
N -1.222 -0.151 -0.482
C -1.599 -1.459 -0.463
C -0.543 -2.370 -0.342
O 0.688 -1.925 -0.211
H -2.410 -5.188 -0.613
H -4.956 -1.063 -0.666
H -4.211 1.303 -0.712
H -1.770 1.811 -0.630
```

## Properties
Frontier orbital gap, Eh: 0.2352
Net charge: 0
Highest occupied orbital energy, eV: -8.587


[5]
DFT (ωB97M-V/def2-TZVPD) results for one molecule with the formula C11H4O5.

```
20
Properties=species:S:1:pos:R:3
O -2.373 0.475 0.688
C -1.277 0.153 0.217
C -1.232 -0.075 -1.220
C -2.257 -0.095 -2.262
C -1.599 -0.326 -3.447
O -0.245 -0.457 -3.216
C -0.066 -0.345 -1.859
C 1.180 -0.496 -1.081
O 2.204 -0.802 -1.663
C 1.199 -0.173 0.362
O 2.396 -0.182 1.029
C 2.369 -0.150 2.385
O 3.235 -0.608 3.128
C 1.280 0.544 3.050
C 0.053 0.667 2.412
C -0.002 0.198 0.994
H -3.324 0.092 -2.082
H -2.113 -0.336 -4.422
H 1.420 0.865 4.087
H -0.847 1.051 2.901
```

## Properties
Frontier orbital gap, Eh: 0.2828
Net charge: 0
Highest occupied orbital energy, eV: -9.702
SMILES: O=C1c2ccoc2C(=O)c2oc(=O)ccc21
ΔE to the lowest compared entry with this formula, charge and spin, kcal per mole: 0.00


[6]
DFT (ωB97M-V/def2-TZVPD) results for one molecule with the formula C11H5Cl3O3.

```
22
Properties=species:S:1:pos:R:3
C -2.968 0.580 2.272
C -1.685 -0.301 2.586
C -0.532 -0.166 1.730
C 0.420 -0.147 0.999
C 1.363 0.433 0.092
C 2.744 0.292 0.292
Cl 3.386 -0.888 1.430
C 3.649 0.720 -0.691
O 4.909 0.491 -0.583
C 3.157 1.271 -1.995
O 3.925 1.756 -3.044
C 1.796 1.635 -2.071
Cl 1.163 2.567 -3.423
C 0.895 1.369 -0.988
O -0.303 1.764 -1.196
C -1.563 -1.219 3.564
Cl -2.659 -1.557 5.028
H -3.727 0.086 1.705
H -3.393 0.892 3.244
H -2.784 1.433 1.740
H 4.497 2.427 -2.629
H -0.649 -1.798 3.579
```

## Properties
Frontier orbital gap, Eh: 0.2403
Net charge: 0
Highest occupied orbital energy, eV: -9.277
SMILES: C/C(C#CC1=C(Cl)C(=O)C(O)=C(Cl)C1=O)=C\Cl


[7]
DFT (ωB97M-V/def2-TZVPD) results for C11H5CrNO4 as an isolated structure.

```
22
Properties=species:S:1:pos:R:3
Cr 0.211 -0.644 -3.195
O -1.318 4.416 -2.852
C -1.006 3.318 -2.806
C 1.557 -1.937 -2.841
O 2.720 -1.935 -2.960
C -0.866 -2.001 -2.583
O -2.009 -2.239 -2.353
C -0.183 -0.343 -5.100
O -0.473 -0.380 -6.244
N 0.175 -0.023 -1.230
C -0.093 -0.045 -0.087
C -0.099 0.014 1.343
C -1.228 0.220 2.177
C -1.006 0.407 3.556
C 0.284 0.299 4.113
C 1.382 0.070 3.262
C 1.187 -0.123 1.892
H -2.224 0.238 1.702
H -1.853 0.639 4.207
H 0.449 0.377 5.198
H 2.404 0.040 3.629
H 1.990 -0.368 1.172
```

## Properties
Frontier orbital gap (alpha / beta), Eh: 0.2545 / 0.0854
Net charge: +2
Highest occupied orbital energy (alpha / beta), eV: -15.497 / -14.788
Multiplicity: 5
ΔE to the lowest compared entry with this formula, charge and spin, kcal per mole: 38.46
Expectation value of S²: 6.10


no.,strongest force on any atom (eV/A)
1,0.830
2,2.949
3,1.906
4,4.216
5,3.863
6,7.053
7,8.439